{"formula": "C30H41AlAsBrO4S2Si", "method": "the ωB97M-V functional and the def2-TZVPD basis", "elements": ["H", "C", "H", "H", "C", "H", "H", "H", "H", "H", "C", "C", "H", "O", "H", "C", "H", "H", "C", "H", "C", "C", "C", "S", "H", "H", "H", "C", "H", "Si", "C", "S", "C", "H", "H", "C", "C", "C", "C", "Br", "H", "H", "As", "Al", "C", "C", "H", "H", "H", "H", "C", "C", "H", "H", "H", "C", "O", "O", "H", "C", "H", "C", "C", "H", "H", "H", "O", "C", "H", "H", "C", "H", "H", "C", "H", "C", "C", "H", "H", "C", "H"], "coordinates": [[-0.91, 3.79, 2.23], [-0.67, -2.00, -1.19], [1.03, 2.69, -2.90], [1.22, -3.01, -1.08], [1.94, 5.52, 1.29], [2.11, 0.92, -1.97], [2.79, -4.55, 2.44], [0.87, 5.11, -2.01], [0.15, -7.44, 0.69], [3.67, 0.51, -1.25], [0.06, 2.49, -2.44], [-1.04, -0.67, -3.18], [2.27, -6.90, 1.86], [-1.13, -2.55, 3.56], [-1.71, 2.01, -0.47], [0.99, -3.78, 1.60], [-0.78, 5.24, 1.21], [-5.34, -5.72, 1.07], [-4.75, -5.19, 0.34], [-1.42, -5.64, 0.12], [-2.94, -3.68, -0.17], [1.87, -4.81, 1.93], [1.13, 4.26, 1.66], [1.49, -2.11, 1.90], [4.71, 1.70, 0.43], [-0.40, 5.52, -0.84], [-2.46, -0.88, -1.58], [1.74, 3.64, 2.93], [4.06, 3.15, 1.19], [1.13, 3.03, 0.17], [-3.70, -4.38, 0.76], [-2.46, -1.75, 3.74], [-1.62, 3.06, -0.73], [2.80, 3.43, 2.82], [-0.71, 2.68, -3.19], [-3.22, -3.82, -1.53], [-5.03, -5.32, -1.01], [3.47, 3.26, -1.45], [-0.13, 4.84, -1.65], [0.05, 0.84, 1.43], [1.91, 6.22, 2.12], [-2.32, 3.28, -1.53], [-1.44, -2.63, 0.50], [-0.53, -1.27, 2.44], [1.57, -6.12, 1.61], [-1.47, -1.14, -1.95], [0.56, -0.67, -4.61], [-3.49, -4.26, 1.81], [1.53, 6.01, 0.40], [-4.46, -4.75, -3.00], [-0.19, 3.37, -1.21], [-0.50, -5.40, 0.63], [-0.30, 5.30, 2.90], [-0.83, 5.00, -2.47], [2.18, 0.23, -0.34], [1.03, -1.86, -2.89], [-1.91, -0.41, 3.18], [-2.85, -1.64, 5.10], [3.36, 1.55, 1.55], [0.58, -2.35, -1.66], [0.01, 1.43, -2.17], [2.83, 2.31, -0.42], [3.79, 2.18, 0.77], [2.86, 3.35, -2.35], [1.62, 4.35, 3.76], [-1.68, -0.04, -3.78], [-3.42, -2.28, 2.81], [-4.26, -4.64, -1.94], [3.62, 4.26, -1.03], [2.98, 5.27, 1.09], [0.22, -1.03, -3.65], [-1.89, 3.65, 0.14], [2.01, -2.15, -3.25], [0.38, -6.42, 0.96], [1.22, 2.72, 3.19], [-0.31, 4.67, 2.01], [-0.20, -4.07, 0.93], [-5.84, -5.96, -1.34], [4.44, 2.86, -1.74], [2.68, 0.91, -1.04], [-2.62, -3.31, -2.26]], "mulliken_charge": [0.32, -0.02, 0.22, 0.43, -1.66, 0.28, 0.46, 0.37, 0.41, 0.58, -1.74, -1.11, 0.36, -0.35, 0.15, 0.85, 0.34, 0.41, -0.76, 0.39, -0.22, -0.65, 2.43, -0.51, 0.59, 0.36, 0.62, -1.71, 0.42, -1.39, -0.13, 0.95, -1.64, 0.33, 0.70, -0.17, -0.46, -1.66, -1.90, -0.27, 0.51, 0.55, 1.09, 0.87, -0.58, -0.01, 0.40, 0.45, 0.31, 0.42, 2.87, -0.30, 0.61, 0.52, 0.21, -0.90, -0.31, -0.66, 0.35, -0.51, 0.00, 2.90, -2.11, 0.30, 0.56, 0.40, -0.61, -0.78, 0.34, 0.30, -0.24, 0.31, 0.43, -0.83, 0.28, -1.93, -0.07, 0.38, 0.50, -1.99, 0.36], "lumo_ev": -0.713, "fmax_ev_per_a": 2.5, "relative_energy_kj_mol": 121.8}

{"formula": "C3H7NO2", "method": "the ωB97M-V functional and the def2-TZVPD basis", "elements": ["C", "O", "H", "H", "H", "N", "H", "O", "C", "H", "C", "H", "H"], "coordinates": [[-0.41, 1.23, -2.62], [-1.10, -0.52, 1.61], [-0.10, -0.97, 3.32], [1.72, 0.04, 1.82], [-0.97, 0.80, -0.79], [-1.18, 0.57, -1.75], [1.15, -1.08, 0.52], [0.72, 1.72, -2.32], [1.29, -0.95, 1.62], [-2.12, 0.38, -1.96], [-0.04, -0.89, 2.14], [1.94, -1.77, 1.99], [-0.91, 1.44, -3.58]], "mulliken_charge": [0.17, -0.47, 0.25, 0.24, 0.18, -0.29, 0.26, -0.59, -0.81, 0.23, 0.23, 0.31, 0.29], "lumo_ev": 0.838, "smiles": "CC=O.NC=O", "fmax_ev_per_a": 5.6, "relative_energy_kj_mol": 169.1}

{"formula": "C3H8O3S", "method": "the ωB97M-V functional and the def2-TZVPD basis", "elements": ["H", "C", "C", "H", "H", "S", "H", "O", "H", "O", "O", "H", "H", "H", "C"], "coordinates": [[1.97, 0.52, -1.26], [-0.99, -0.57, 0.50], [0.01, -1.17, -0.71], [-0.98, 0.38, 2.93], [0.94, -1.46, -0.08], [-0.25, 0.54, 1.75], [1.07, 1.30, -2.53], [-0.49, 1.86, 1.32], [0.35, 1.56, -0.74], [0.10, -0.30, -1.75], [1.11, 0.13, 1.93], [-1.72, 0.02, -0.03], [-0.55, -2.21, -0.95], [-1.43, -1.45, 1.11], [0.84, 0.84, -1.48]], "mulliken_charge": [0.26, -0.81, -0.29, 0.15, 0.30, 0.86, 0.24, -0.59, 0.28, -0.34, -0.55, 0.37, 0.30, 0.42, -0.61], "lumo_ev": 0.343, "smiles": "COCC[SH](=O)=O", "fmax_ev_per_a": 5.4, "relative_energy_kj_mol": 341.0}

{"formula": "C5H9N3", "method": "the ωB97M-V functional and the def2-TZVPD basis", "elements": ["H", "C", "H", "C", "H", "N", "H", "C", "N", "H", "N", "C", "H", "H", "H", "C", "H"], "coordinates": [[-0.74, -2.46, -1.52], [0.37, 2.15, -0.77], [0.12, -2.19, 0.02], [0.83, 1.36, 0.23], [2.42, -1.54, 0.59], [-2.88, 0.47, 0.61], [1.49, 1.86, 0.94], [-1.77, 0.03, 0.30], [1.25, 0.00, -0.03], [-2.97, 1.23, 1.26], [-1.19, -0.72, -0.51], [2.28, -0.47, 0.54], [-1.60, -2.70, 0.04], [-0.33, 1.72, -1.47], [3.07, 0.15, 0.97], [-0.85, -2.11, -0.49], [0.48, 3.22, -0.72]], "mulliken_charge": [0.24, -0.65, 0.11, -0.24, 0.22, -0.57, 0.37, 0.48, -0.24, 0.24, -0.28, -0.29, 0.33, 0.31, 0.25, -0.56, 0.27], "lumo_ev": 0.424, "smiles": "C=CN=C.CN=C=N", "fmax_ev_per_a": 5.4, "relative_energy_kj_mol": 431.7}

{"formula": "C15H23ClNO7PPtS", "method": "the ωB97M-V functional and the def2-TZVPD basis", "elements": ["O", "C", "H", "Pt", "C", "H", "H", "O", "H", "H", "H", "H", "H", "H", "H", "C", "C", "O", "C", "C", "C", "P", "O", "C", "H", "H", "H", "H", "H", "C", "H", "H", "H", "Cl", "H", "O", "S", "C", "C", "H", "N", "O", "C", "O", "H", "C", "H", "C", "H", "C"], "coordinates": [[2.24, -0.62, 2.46], [-3.99, -1.60, -2.05], [3.29, 1.92, -0.99], [-2.30, -1.12, 2.99], [1.30, 0.02, 1.71], [-4.08, -2.68, -2.49], [-1.91, -2.31, -1.43], [-6.30, -0.47, -3.39], [-0.27, -4.93, 0.94], [0.93, -3.17, 3.02], [3.43, 4.48, -0.02], [-3.07, -0.98, 0.56], [-3.64, 1.65, -3.03], [0.24, 4.33, -0.62], [1.18, 4.56, 1.02], [-0.47, 1.59, -0.24], [-1.00, 0.10, 0.29], [-4.15, -0.43, -4.67], [2.57, 4.18, -0.78], [-2.41, -1.27, -1.66], [-0.64, -2.18, 1.69], [3.25, 2.39, 2.16], [-4.50, 1.29, -2.66], [-2.46, -0.39, -0.28], [-3.09, 0.58, -0.50], [4.20, 3.19, -2.04], [2.79, -4.13, 2.41], [-4.60, -1.57, -1.04], [-1.45, -2.66, 0.98], [1.69, -3.35, 0.76], [1.87, -2.35, 0.19], [-1.94, -0.70, -2.57], [2.46, 5.09, -1.53], [2.02, 2.60, -3.12], [4.39, 1.75, 1.56], [-1.12, 2.17, -1.27], [-4.75, -0.34, -3.21], [3.11, 2.89, -1.64], [0.83, 2.38, 0.41], [1.53, -4.19, -0.05], [3.01, -3.68, 1.49], [-0.15, -4.63, 1.90], [-0.12, -0.69, 1.23], [3.15, 2.01, 3.72], [-1.18, -2.03, 2.74], [0.53, -3.29, 1.93], [3.53, -2.78, 1.70], [1.68, 1.60, 1.35], [3.22, 3.83, 2.05], [1.15, 3.94, 0.01]], "mulliken_charge": [-0.54, -0.66, 0.21, 0.80, 0.34, 0.42, 0.24, -0.54, 0.41, 0.45, 0.23, 0.31, 0.38, 0.35, 0.37, 0.03, 0.84, -0.54, -0.53, -0.32, -0.05, 0.44, -0.49, -0.93, 0.48, 0.38, 0.32, 0.34, 0.30, -0.29, 0.20, 0.34, 0.35, -0.16, 0.16, -0.49, 1.04, -0.36, 0.32, 0.42, -0.53, -0.50, -0.25, -0.59, -0.17, -0.34, 0.31, 0.22, 0.16, -0.88], "lumo_ev": -12.406, "fmax_ev_per_a": 9.4, "relative_energy_kj_mol": 616.2, "charge": 2}

{"formula": "C44H56BCeCl2N10S4Si", "method": "the ωB97M-V functional and the def2-TZVPD basis", "elements": ["C", "H", "H", "N", "H", "Si", "C", "N", "H", "H", "C", "C", "C", "H", "H", "H", "N", "H", "C", "C", "N", "H", "H", "H", "H", "C", "C", "C", "H", "C", "N", "C", "C", "H", "C", "H", "C", "C", "C", "C", "S", "H", "B", "C", "H", "C", "H", "H", "C", "H", "N", "C", "C", "C", "Cl", "N", "Cl", "H", "Ce", "C", "H", "H", "H", "H", "C", "H", "N", "H", "H", "C", "C", "C", "H", "C", "S", "H", "S", "H", "H", "H", "H", "H", "H", "C", "H", "C", "H", "C", "H", "H", "C", "H", "C", "N", "H", "C", "H", "S", "H", "N", "H", "C", "H", "H", "C", "C", "H", "H", "C", "H", "C", "H", "C", "H", "H", "H", "C", "C", "H"], "coordinates": [[0.39, -3.87, 3.19], [5.35, 0.09, -3.33], [-1.11, -4.44, 5.42], [-1.78, 0.54, -1.93], [-3.68, 2.22, 4.86], [0.05, 3.41, 1.78], [2.81, -6.98, -1.41], [1.62, -4.31, -1.36], [2.08, 4.67, 1.12], [-3.02, -5.18, -1.68], [1.03, 3.28, 3.45], [4.11, -1.04, -2.02], [-3.08, 2.52, -2.65], [6.15, -0.99, -1.36], [-1.27, -6.83, 2.58], [3.89, -4.56, -2.19], [-1.19, -0.90, 2.25], [-5.04, 0.22, 1.35], [-2.57, -0.37, -2.43], [-1.01, -4.64, -2.08], [-0.90, 2.11, 1.22], [0.03, -6.11, 1.62], [-2.10, 4.70, 1.72], [4.26, -2.37, 2.67], [5.90, -2.28, 3.34], [-2.44, -4.73, -2.48], [-0.75, 4.01, -2.52], [1.47, 3.94, 0.61], [1.82, -6.45, -4.68], [-1.90, 1.85, -2.25], [1.13, -2.55, 1.46], [5.81, -2.33, 1.18], [-3.11, 1.10, 1.24], [7.14, -0.63, 0.96], [0.82, -6.07, 4.22], [-0.28, -6.11, -3.43], [3.68, -5.26, -3.00], [-2.34, 2.22, 3.20], [-2.07, 1.83, 1.88], [4.82, -1.91, 0.10], [1.45, -1.14, -2.65], [0.39, 3.30, 4.33], [1.25, -2.42, 0.01], [1.44, -1.79, 3.72], [6.31, -4.17, 0.14], [2.12, -7.04, -3.81], [1.75, 4.08, 3.56], [4.20, -0.99, -4.15], [1.54, -1.56, 2.34], [-1.06, 5.42, 2.91], [2.60, -2.05, -0.47], [5.24, -1.93, 2.54], [4.35, -0.32, -3.30], [-0.78, -5.89, 2.31], [-4.58, 1.65, -2.69], [0.69, -3.53, -0.82], [0.72, 1.93, -1.65], [0.17, 4.57, -2.47], [-0.41, -0.14, 0.12], [2.47, -6.12, -2.64], [1.58, 2.34, 3.48], [-1.49, -5.26, 1.80], [-2.20, -4.40, 4.04], [3.61, 0.48, -3.39], [-0.25, -5.19, 3.56], [1.92, -1.10, 5.68], [3.60, -2.27, 0.38], [7.83, -2.00, 1.85], [-1.83, -5.94, 4.83], [-0.02, -5.40, -2.67], [1.30, -5.23, -2.24], [-1.92, 4.61, -2.96], [7.67, -2.08, 0.09], [-4.52, 1.20, 3.18], [2.10, -0.07, 1.71], [-2.83, -3.72, -2.63], [-1.81, -2.80, -0.25], [1.12, 0.09, 4.62], [1.32, -7.72, -3.55], [-5.44, 0.95, 3.69], [1.20, -5.60, 5.12], [1.97, -7.60, -1.13], [2.12, 3.10, 0.35], [-0.65, -3.71, -1.08], [0.75, -3.16, 5.21], [-3.52, 1.91, 3.84], [1.10, 4.39, -0.31], [1.86, -0.72, 4.66], [6.57, -4.24, 1.89], [4.56, -5.88, -3.16], [-3.09, 3.86, -3.00], [2.99, -7.63, -4.08], [-1.42, -4.98, 4.53], [0.55, -3.67, 1.91], [1.65, -6.22, 3.53], [-4.29, 0.79, 1.88], [-2.98, 0.77, 0.21], [-2.28, -1.50, 4.71], [3.66, -7.62, -1.63], [-3.18, -1.24, -2.90], [3.49, -4.68, -3.90], [7.20, -1.72, 1.00], [2.82, -0.29, 4.36], [5.14, -0.85, 2.60], [5.92, -3.86, 1.11], [-1.66, -1.15, 3.29], [4.93, -4.30, 1.23], [0.41, -7.05, 4.48], [0.86, -2.97, 4.15], [-1.58, 2.76, 3.74], [-0.75, 2.68, -2.17], [-1.94, 5.65, -3.25], [-1.08, 4.98, 1.92], [-4.03, 4.31, -3.28], [-2.54, -5.31, -3.39], [-0.80, 5.75, 1.20], [2.81, -1.44, -1.68], [5.14, -1.29, -1.12], [3.06, -6.33, -0.57]], "lowdin_spin": [0.00, 0.00, 0.00, 0.00, 0.00, 0.00, 0.00, 0.00, 0.00, 0.00, 0.00, 0.00, 0.00, 0.00, 0.00, 0.00, 0.00, 0.00, 0.00, 0.00, 0.00, 0.00, 0.00, 0.00, 0.00, 0.00, 0.00, 0.00, 0.00, 0.00, 0.00, 0.00, 0.00, 0.00, 0.00, 0.00, 0.00, 0.00, 0.00, 0.00, 0.00, 0.00, 0.00, 0.00, 0.00, 0.00, 0.00, 0.00, 0.00, 0.00, 0.00, 0.00, 0.00, 0.00, 0.00, 0.00, 0.00, 0.00, 1.02, 0.00, 0.00, 0.00, 0.00, 0.00, 0.00, 0.00, 0.00, 0.00, 0.00, 0.00, 0.00, 0.00, 0.00, 0.00, 0.00, 0.00, 0.00, 0.00, 0.00, 0.00, 0.00, 0.00, 0.00, 0.00, 0.00, 0.00, 0.00, 0.00, 0.00, 0.00, 0.00, 0.00, 0.00, 0.00, 0.00, 0.00, 0.00, 0.00, 0.00, 0.00, 0.00, 0.00, 0.00, 0.00, 0.00, 0.00, 0.00, 0.00, 0.00, 0.00, 0.00, 0.00, 0.00, 0.00, 0.00, 0.00, 0.00, 0.00, 0.00], "lumo_ev": [3.885, 3.885], "s2": 0.7515, "multiplicity": 2, "fmax_ev_per_a": 1.7, "charge": -2}